{"formula": "C61H72N3O6Rb", "method": "ωB97M-V/def2-TZVPD", "species": ["Rb", "C", "O", "C", "C", "C", "C", "C", "C", "C", "C", "C", "C", "C", "C", "C", "C", "C", "C", "C", "C", "C", "C", "C", "C", "C", "C", "C", "C", "C", "C", "C", "C", "O", "C", "C", "C", "C", "C", "O", "C", "C", "C", "C", "C", "C", "O", "C", "C", "C", "C", "H", "H", "H", "H", "H", "H", "H", "H", "H", "H", "H", "H", "H", "H", "H", "H", "H", "H", "H", "H", "H", "H", "H", "H", "H", "H", "H", "H", "H", "H", "H", "H", "H", "H", "H", "H", "H", "H", "H", "H", "H", "H", "H", "H", "H", "H", "H", "H", "H", "H", "H", "H", "H", "H", "H", "H", "H", "H", "C", "C", "N", "C", "C", "C", "C", "C", "C", "C", "C", "C", "N", "C", "H", "H", "H", "H", "H", "H", "H", "H", "N", "C", "C", "C", "O", "O", "H", "H", "H", "H", "H", "H"], "coordinates": [[1.947, 0.159, -1.511], [-1.818, -0.695, 0.747], [-1.160, -0.205, -0.395], [-2.008, 0.315, -1.342], [-2.390, 1.664, -1.290], [-1.735, 2.705, -0.406], [-1.258, 2.388, 0.987], [-2.043, 2.662, 2.082], [-1.578, 2.521, 3.392], [-0.300, 1.987, 3.545], [0.506, 1.659, 2.477], [1.835, 0.967, 2.688], [1.566, -0.518, 2.766], [0.853, -1.005, 3.852], [0.442, -2.328, 3.944], [0.709, -3.154, 2.862], [1.413, -2.708, 1.749], [1.520, -3.607, 0.540], [0.156, -3.688, -0.109], [-0.791, -4.578, 0.345], [-2.088, -4.627, -0.160], [-2.418, -3.671, -1.125], [-1.496, -2.786, -1.630], [-1.846, -1.832, -2.738], [-2.435, -0.481, -2.414], [-3.307, 0.055, -3.357], [-3.761, 1.361, -3.288], [-3.275, 2.145, -2.250], [-4.681, 1.976, -4.337], [-3.967, 3.169, -4.988], [-5.969, 2.462, -3.660], [-5.062, 0.992, -5.448], [-0.123, -2.802, -1.203], [0.760, -2.119, -1.784], [-3.112, -5.668, 0.266], [-2.546, -6.669, 1.277], [-3.565, -6.467, -0.967], [-4.327, -4.985, 0.909], [1.914, -1.400, 1.735], [2.732, -0.970, 0.713], [4.039, -1.514, 0.764], [-0.325, -2.778, 5.180], [-1.628, -1.968, 5.265], [0.529, -2.526, 6.433], [-0.693, -4.265, 5.144], [0.101, 1.945, 1.131], [0.891, 1.870, 0.151], [-2.453, 2.942, 4.565], [-3.697, 2.045, 4.627], [-2.890, 4.406, 4.391], [-1.735, 2.842, 5.915], [-2.391, 0.093, 1.254], [-1.041, -1.057, 1.417], [-2.489, -1.526, 0.492], [-2.401, 3.575, -0.366], [-0.830, 2.991, -0.959], [-3.050, 3.034, 1.907], [0.094, 1.831, 4.542], [2.303, 1.307, 3.618], [2.483, 1.188, 1.838], [0.613, -0.312, 4.644], [0.361, -4.174, 2.851], [1.863, -4.602, 0.840], [2.201, -3.186, -0.198], [-0.497, -5.276, 1.118], [-3.432, -3.620, -1.510], [-2.507, -2.332, -3.456], [-0.892, -1.617, -3.243], [-3.595, -0.582, -4.180], [-3.559, 3.189, -2.197], [-3.771, 3.951, -4.259], [-4.576, 3.592, -5.788], [-3.015, 2.852, -5.405], [-5.743, 3.181, -2.877], [-6.496, 1.625, -3.208], [-6.630, 2.939, -4.384], [-4.177, 0.658, -5.984], [-5.726, 1.479, -6.162], [-5.578, 0.125, -5.042], [-1.693, -7.197, 0.858], [-3.307, -7.404, 1.541], [-2.233, -6.167, 2.188], [-2.706, -6.951, -1.428], [-4.020, -5.815, -1.707], [-4.292, -7.233, -0.690], [-4.018, -4.435, 1.795], [-5.077, -5.723, 1.200], [-4.788, -4.283, 0.221], [4.671, -0.933, 1.451], [4.456, -1.457, -0.242], [4.035, -2.560, 1.094], [-1.422, -0.901, 5.314], [-2.206, -2.254, 6.146], [-2.234, -2.146, 4.378], [0.757, -1.469, 6.543], [1.467, -3.069, 6.351], [0.008, -2.864, 7.328], [-1.324, -4.484, 4.286], [-1.242, -4.530, 6.047], [0.203, -4.880, 5.094], [-4.259, 2.104, 3.698], [-4.351, 2.343, 5.449], [-3.399, 1.009, 4.776], [-3.477, 4.535, 3.486], [-2.015, 5.050, 4.322], [-3.496, 4.733, 5.239], [-1.470, 1.813, 6.142], [-2.391, 3.202, 6.709], [-0.831, 3.447, 5.917], [5.265, 1.019, -5.694], [4.203, 0.735, -4.824], [3.652, 1.637, -4.048], [4.132, 2.882, -4.060], [5.174, 3.295, -4.928], [5.738, 2.306, -5.759], [5.608, 4.646, -4.926], [5.059, 5.556, -4.072], [4.060, 5.172, -3.144], [3.505, 6.056, -2.197], [2.568, 5.590, -1.307], [2.170, 4.249, -1.385], [2.650, 3.416, -2.276], [3.579, 3.838, -3.131], [5.700, 0.230, -6.287], [3.803, -0.264, -4.748], [6.549, 2.575, -6.424], [6.393, 4.935, -5.616], [5.390, 6.588, -4.076], [3.837, 7.087, -2.177], [2.139, 6.238, -0.556], [1.456, 3.822, -0.696], [6.001, 1.104, -0.641], [7.291, 0.609, -1.098], [7.304, 0.207, -2.576], [6.396, -1.064, -2.816], [6.946, -2.026, -3.363], [5.216, -0.966, -2.427], [5.321, 0.418, -0.978], [5.776, 1.956, -1.150], [7.536, -0.270, -0.486], [8.054, 1.380, -0.903], [8.318, -0.025, -2.913], [6.913, 1.040, -3.171]], "lowdin_charge": [0.962, -0.033, -0.106, -0.161, -0.092, -0.073, -0.161, -0.029, -0.202, -0.019, -0.135, -0.068, -0.105, 0.003, -0.170, 0.019, -0.118, -0.075, -0.134, -0.018, -0.207, -0.030, -0.160, -0.077, -0.096, 0.006, -0.185, -0.006, -0.557, -0.052, -0.054, -0.074, -0.388, -0.237, -0.564, -0.076, -0.062, -0.056, -0.185, -0.273, -0.063, -0.549, -0.042, -0.052, -0.067, -0.381, -0.248, -0.563, -0.052, -0.063, -0.075, 0.094, 0.098, 0.094, 0.112, 0.120, 0.111, 0.094, 0.120, 0.112, 0.101, 0.096, 0.123, 0.107, 0.092, 0.112, 0.113, 0.126, 0.098, 0.105, 0.073, 0.075, 0.090, 0.073, 0.086, 0.075, 0.083, 0.076, 0.081, 0.081, 0.074, 0.069, 0.085, 0.069, 0.070, 0.081, 0.071, 0.071, 0.100, 0.071, 0.098, 0.064, 0.078, 0.090, 0.072, 0.085, 0.074, 0.074, 0.077, 0.084, 0.074, 0.073, 0.075, 0.068, 0.084, 0.070, 0.070, 0.074, 0.082, -0.041, -0.116, 0.129, -0.159, -0.162, -0.025, -0.041, -0.045, -0.161, -0.028, -0.044, -0.101, 0.138, -0.159, 0.108, 0.117, 0.108, 0.105, 0.104, 0.106, 0.100, 0.089, -0.002, -0.302, -0.126, -0.736, -0.060, -0.090, 0.022, 0.055, 0.108, 0.093, 0.090, 0.086], "gap_ha": 0.195, "e_lumo_ev": 3.634, "molar_mass_g_mol": 1028.7, "charge": -2, "e_above_lowest_ev": 0.6555, "e_homo_ev": -1.675}

---

{"formula": "C8H18O3S2", "method": "ωB97M-V/def2-TZVPD", "species": ["C", "C", "C", "C", "C", "C", "C", "C", "O", "O", "O", "S", "S", "H", "H", "H", "H", "H", "H", "H", "H", "H", "H", "H", "H", "H", "H", "H", "H", "H", "H"], "coordinates": [[1.425, -1.236, -0.816], [3.701, -1.066, -0.075], [2.061, -1.190, 1.665], [-3.695, 1.069, 1.007], [-2.929, 1.586, -1.307], [-2.710, -0.834, -0.468], [2.273, -0.754, 0.287], [-3.103, 0.728, -0.285], [2.468, 1.628, -0.939], [0.152, 1.389, -1.210], [-0.534, 2.413, 0.939], [2.229, 1.150, 0.496], [-0.029, 1.216, 0.257], [1.433, -2.391, -0.861], [0.309, -1.093, -0.611], [1.624, -0.768, -1.799], [3.938, -2.001, 0.318], [4.434, -0.451, 0.521], [4.036, -0.896, -1.187], [3.030, -0.845, 2.171], [1.137, -0.896, 2.212], [2.142, -2.316, 1.683], [-2.821, 1.018, 1.740], [-4.115, 2.058, 1.186], [-4.469, 0.208, 1.328], [-3.217, 2.606, -1.401], [-2.369, 1.237, -2.181], [1.366, 1.592, -1.305], [-2.081, -1.038, 0.415], [-3.612, -1.449, -0.537], [-2.074, -0.671, -1.241]], "nbo_charge": [-0.658, -0.636, -0.660, -0.654, -0.419, -0.646, -0.163, 0.026, -0.887, -0.936, -0.924, 0.853, 1.456, 0.235, 0.227, 0.246, 0.220, 0.217, 0.241, 0.225, 0.240, 0.229, 0.225, 0.228, 0.204, 0.205, 0.190, 0.478, 0.198, 0.226, 0.214], "gap_ha": 0.345, "e_lumo_ev": 0.443, "molar_mass_g_mol": 226.4, "charge": 0, "e_above_lowest_ev": 0.0000, "e_homo_ev": -8.940}

---

{"formula": "C44H81FO16", "method": "ωB97M-V/def2-TZVPD", "species": ["C", "C", "C", "C", "C", "C", "C", "C", "C", "C", "C", "C", "C", "C", "C", "O", "C", "O", "C", "O", "O", "C", "C", "C", "F", "H", "H", "H", "H", "H", "H", "H", "H", "H", "H", "H", "H", "H", "H", "H", "H", "H", "H", "H", "H", "H", "H", "H", "H", "H", "H", "H", "H", "H", "H", "H", "H", "H", "O", "C", "O", "C", "C", "C", "H", "H", "H", "H", "H", "H", "H", "H", "O", "C", "O", "C", "C", "C", "H", "H", "H", "H", "H", "H", "H", "H", "O", "C", "O", "C", "C", "C", "H", "H", "H", "H", "H", "H", "H", "H", "O", "C", "O", "C", "C", "C", "H", "H", "H", "H", "H", "H", "H", "H", "O", "C", "O", "C", "C", "C", "H", "H", "H", "H", "H", "H", "H", "H", "O", "C", "O", "C", "C", "C", "H", "H", "H", "H", "H", "H", "H", "H"], "coordinates": [[4.595, -4.545, 1.483], [3.435, -4.677, 1.763], [2.062, -4.899, 2.221], [1.433, -6.041, 1.390], [0.269, -5.639, 0.476], [0.572, -5.425, -1.029], [1.967, -4.931, -1.419], [2.090, -3.408, -1.218], [3.570, -2.953, -1.299], [3.906, -1.925, -2.396], [3.200, -0.578, -2.231], [3.618, 0.163, -0.957], [2.925, 1.503, -0.784], [3.535, 2.337, 0.352], [2.519, 3.303, 0.975], [2.758, 3.578, 2.336], [3.799, 4.522, 2.510], [1.245, -3.725, 2.329], [0.301, -4.063, 3.269], [-0.757, -3.554, 3.412], [0.740, -5.122, 4.025], [2.152, -5.187, 3.726], [2.941, -6.393, 4.216], [4.278, -5.943, 4.797], [2.222, -6.961, 5.264], [5.607, -4.663, 1.189], [1.023, -6.746, 2.117], [2.218, -6.581, 0.874], [-0.446, -6.458, 0.532], [-0.258, -4.761, 0.838], [-0.113, -4.643, -1.365], [0.296, -6.307, -1.607], [2.792, -5.476, -0.961], [2.057, -5.105, -2.495], [1.651, -3.177, -0.243], [1.452, -2.946, -1.968], [3.846, -2.545, -0.328], [4.227, -3.810, -1.448], [3.631, -2.361, -3.361], [4.992, -1.809, -2.423], [2.131, -0.770, -2.258], [3.456, 0.065, -3.078], [3.339, -0.452, -0.098], [4.696, 0.316, -0.996], [3.031, 2.088, -1.700], [1.857, 1.372, -0.616], [4.332, 2.947, -0.072], [4.005, 1.710, 1.111], [2.505, 4.233, 0.394], [1.518, 2.879, 0.887], [4.762, 4.062, 2.276], [3.820, 4.857, 3.544], [3.604, 5.400, 1.888], [2.543, -4.264, 4.159], [3.074, -7.148, 3.445], [5.070, -6.664, 4.604], [4.595, -4.992, 4.383], [4.185, -5.844, 5.874], [0.125, -1.485, -2.698], [-0.569, -0.973, -1.856], [-1.319, -1.764, -1.078], [-2.013, -1.292, 0.088], [-3.381, -0.744, -0.251], [-0.680, 0.524, -1.724], [-1.400, -0.573, 0.633], [-2.110, -2.165, 0.731], [-3.317, 0.127, -0.904], [-3.911, -0.450, 0.655], [-3.972, -1.497, -0.773], [-1.466, 0.875, -2.393], [0.263, 0.962, -2.035], [-0.887, 0.868, -0.713], [-6.315, 0.098, 1.442], [-7.014, -0.829, 1.131], [-7.421, -0.936, -0.144], [-8.096, -2.094, -0.660], [-9.591, -1.999, -0.441], [-7.516, -1.822, 2.154], [-7.663, -3.008, -0.251], [-7.878, -2.098, -1.727], [-9.839, -1.978, 0.622], [-10.098, -2.852, -0.894], [-9.986, -1.085, -0.879], [-8.440, -1.442, 2.588], [-6.768, -1.906, 2.938], [-7.688, -2.819, 1.756], [5.783, 2.981, -2.122], [6.323, 4.043, -2.264], [5.579, 5.108, -2.621], [6.079, 6.448, -2.621], [6.762, 6.795, -3.927], [7.821, 4.196, -2.139], [6.723, 6.621, -1.758], [5.200, 7.077, -2.486], [7.641, 6.174, -4.097], [7.075, 7.840, -3.926], [6.082, 6.634, -4.762], [8.278, 3.984, -3.105], [8.175, 3.466, -1.416], [8.141, 5.177, -1.796], [3.570, 6.245, 7.761], [2.799, 5.392, 7.418], [2.402, 5.350, 6.132], [1.654, 4.262, 5.575], [0.164, 4.444, 5.777], [2.200, 4.418, 8.407], [2.010, 3.307, 5.962], [1.881, 4.269, 4.511], [-0.102, 4.451, 6.835], [-0.386, 3.640, 5.289], [-0.158, 5.396, 5.355], [1.305, 4.863, 8.841], [2.927, 4.250, 9.197], [1.950, 3.450, 7.980], [-11.672, 0.006, -0.712], [-11.613, 1.127, -0.280], [-12.708, 1.903, -0.340], [-12.808, 3.170, 0.317], [-12.263, 4.294, -0.539], [-10.319, 1.709, 0.242], [-12.337, 3.134, 1.300], [-13.873, 3.318, 0.485], [-11.198, 4.168, -0.736], [-12.410, 5.254, -0.045], [-12.772, 4.314, -1.503], [-9.766, 2.142, -0.591], [-9.727, 0.903, 0.668], [-10.452, 2.460, 1.016], [4.013, -1.569, -8.714], [3.337, -1.037, -7.878], [2.531, -1.791, -7.109], [1.842, -1.280, -5.962], [0.506, -0.679, -6.348], [3.306, 0.467, -7.723], [2.475, -0.587, -5.406], [1.677, -2.136, -5.310], [0.620, 0.180, -7.011], [-0.037, -0.359, -5.458], [-0.095, -1.418, -6.879], [2.554, 0.875, -8.398], [4.281, 0.855, -8.008], [3.103, 0.805, -6.710]], "lowdin_charge": [0.167, -0.032, -0.385, -0.080, -0.146, -0.179, -0.203, -0.176, -0.202, -0.195, -0.205, -0.201, -0.210, -0.171, -0.236, -0.204, -0.100, 0.093, -0.528, 0.184, 0.101, -0.179, -0.289, -0.015, -0.002, 0.051, 0.124, 0.122, 0.111, 0.101, 0.104, 0.103, 0.090, 0.114, 0.106, 0.080, 0.078, 0.098, 0.102, 0.108, 0.075, 0.108, 0.111, 0.119, 0.115, 0.083, 0.088, 0.122, 0.121, 0.113, 0.089, 0.076, 0.091, 0.167, 0.150, 0.083, 0.070, 0.091, 0.062, -0.513, 0.006, -0.218, -0.055, 0.025, 0.117, 0.121, 0.073, 0.071, 0.085, 0.099, 0.073, 0.076, 0.087, -0.543, -0.008, -0.224, -0.065, 0.016, 0.110, 0.122, 0.075, 0.089, 0.049, 0.093, 0.091, 0.072, 0.102, -0.521, 0.000, -0.237, -0.064, 0.016, 0.112, 0.123, 0.068, 0.082, 0.084, 0.096, 0.091, 0.071, 0.105, -0.532, -0.005, -0.230, -0.059, 0.010, 0.117, 0.095, 0.066, 0.083, 0.084, 0.094, 0.089, 0.070, 0.088, -0.507, 0.005, -0.235, -0.063, 0.028, 0.112, 0.123, 0.068, 0.082, 0.084, 0.104, 0.077, 0.074, 0.103, -0.532, 0.001, -0.232, -0.056, 0.011, 0.102, 0.119, 0.067, 0.071, 0.085, 0.093, 0.088, 0.070], "gap_ha": 0.371, "e_lumo_ev": 0.497, "molar_mass_g_mol": 885.1, "charge": 0, "smiles": "C#C[C@]1(CCCCCCCCCCCCOC)OC(=O)O[C@H]1[C@@H](C)F.CCOC(C)=O.CCOC(C)=O.CCOC(C)=O.CCOC(C)=O.CCOC(C)=O.CCOC(C)=O", "e_homo_ev": -9.590}

---

{"formula": "C10H32F3LiN10O12S", "method": "ωB97M-V/def2-TZVPD", "species": ["Li", "C", "F", "F", "F", "S", "O", "O", "O", "C", "C", "O", "O", "H", "H", "H", "H", "H", "H", "C", "C", "O", "O", "H", "H", "H", "H", "H", "H", "C", "O", "N", "N", "H", "H", "H", "H", "C", "O", "N", "N", "H", "H", "H", "H", "C", "O", "N", "N", "H", "H", "H", "H", "C", "O", "N", "N", "H", "H", "H", "H", "C", "O", "N", "N", "H", "H", "H", "H"], "coordinates": [[-4.246, -4.202, 1.725], [0.867, -0.818, 1.380], [1.770, -0.197, 0.537], [0.983, -2.160, 1.270], [1.069, -0.405, 2.673], [-0.936, -0.440, 0.732], [-0.970, 0.993, 0.684], [-1.160, -1.090, -0.523], [-1.844, -1.037, 1.718], [-8.592, -1.074, 0.789], [-8.051, -2.230, -0.065], [-7.785, -3.466, 0.633], [-9.796, -1.478, 1.530], [-8.733, -0.119, 0.281], [-7.824, -0.841, 1.526], [-7.255, -1.963, -0.760], [-8.914, -2.445, -0.694], [-8.688, -3.790, 0.673], [-9.850, -0.876, 2.276], [8.292, -1.222, 5.639], [7.118, -1.566, 6.629], [6.769, -2.898, 6.616], [9.596, -1.673, 6.015], [8.411, -0.139, 5.665], [8.171, -1.435, 4.577], [6.222, -1.040, 6.300], [7.377, -1.343, 7.664], [7.560, -3.357, 6.324], [9.454, -2.610, 6.167], [-0.165, 6.317, 3.213], [0.147, 6.702, 4.329], [-1.097, 6.858, 2.546], [0.532, 5.508, 2.512], [-1.408, 6.729, 1.594], [-1.817, 7.379, 3.025], [0.104, 5.112, 1.688], [1.276, 5.015, 2.985], [3.230, -2.438, -5.147], [3.098, -3.494, -5.701], [2.718, -2.054, -4.003], [3.968, -1.491, -5.521], [2.461, -1.087, -3.864], [2.231, -2.813, -3.549], [4.076, -0.672, -4.941], [4.547, -1.417, -6.346], [8.501, 2.360, -0.148], [7.851, 2.580, 0.860], [8.263, 1.273, -0.736], [9.342, 3.125, -0.635], [7.595, 0.645, -0.312], [8.879, 1.032, -1.499], [9.826, 2.959, -1.506], [9.734, 3.904, -0.126], [-5.086, -4.510, -4.729], [-4.805, -5.377, -3.933], [-4.440, -3.369, -4.769], [-6.212, -4.500, -5.357], [-4.654, -2.712, -5.506], [-3.802, -3.255, -3.994], [-6.881, -5.246, -5.235], [-6.551, -3.692, -5.859], [-5.511, 3.226, -2.467], [-6.541, 3.399, -3.120], [-5.472, 3.087, -1.188], [-4.347, 3.080, -2.943], [-4.604, 3.118, -0.672], [-6.234, 3.548, -0.711], [-4.162, 3.246, -3.922], [-3.610, 2.846, -2.293]], "nbo_charge": [0.994, 0.723, -0.335, -0.331, -0.321, 2.323, -0.998, -1.001, -1.054, -0.101, -0.104, -0.740, -0.734, 0.193, 0.160, 0.199, 0.169, 0.485, 0.476, -0.119, -0.090, -0.700, -0.697, 0.190, 0.176, 0.184, 0.169, 0.445, 0.441, 0.729, -0.685, -0.816, -0.801, 0.383, 0.396, 0.383, 0.411, 0.738, -0.659, -0.843, -0.800, 0.391, 0.402, 0.375, 0.396, 0.714, -0.705, -0.798, -0.791, 0.422, 0.367, 0.378, 0.412, 0.745, -0.689, -0.836, -0.817, 0.389, 0.420, 0.407, 0.381, 0.735, -0.691, -0.818, -0.800, 0.381, 0.396, 0.408, 0.388], "gap_ha": 0.215, "e_lumo_ev": -2.783, "molar_mass_g_mol": 580.4, "charge": 0, "e_above_lowest_ev": 8.9859, "e_homo_ev": -8.625}